# 1
13 unconnected molecules or ions with the total composition C39H104O39S13. Source: the Open Molecules 2025 dataset; level of theory: ωB97M-V/def2-TZVPD.

## Properties
total charge: 0
HOMO-LUMO gap: 10.05 eV
LUMO energy: 0.00 eV

```
195
C39H104O39S13 (ωB97M-V/def2-TZVPD)
O -9.684 21.221 9.768
S -11.134 20.987 9.592
O -11.873 21.438 8.392
O -11.413 19.358 9.757
C -12.404 18.793 8.877
C -13.858 19.284 9.172
C -12.077 21.479 11.081
H -12.335 17.707 8.921
H -12.155 18.956 7.829
H -14.622 18.715 8.642
H -14.069 20.334 8.966
H -13.982 19.046 10.228
H -12.164 20.571 11.678
H -13.068 21.861 10.832
H -11.613 22.263 11.679
O -0.397 19.149 11.775
S -0.628 20.020 12.957
O -0.214 19.601 14.285
O 0.029 21.556 12.732
C 0.990 22.106 13.561
C 2.421 21.677 13.193
C -2.479 20.525 12.964
H 0.751 21.854 14.594
H 0.860 23.188 13.590
H 2.501 21.921 12.133
H 2.708 20.627 13.252
H 3.103 22.373 13.681
H -2.605 21.387 13.619
H -3.001 19.632 13.307
H -2.859 20.880 12.006
O -8.579 24.026 7.466
S -8.723 23.700 6.057
O -7.696 23.896 5.075
O -9.248 22.131 6.019
C -9.057 21.364 4.870
C -7.784 20.614 5.184
C -10.206 24.473 5.449
H -9.027 21.666 3.823
H -9.778 20.549 4.940
H -6.905 21.237 5.016
H -7.596 19.700 4.622
H -7.699 20.305 6.226
H -10.967 24.167 6.166
H -10.387 23.989 4.489
H -10.262 25.562 5.433
O -2.699 27.840 9.784
S -3.922 27.255 9.224
O -5.162 27.718 9.801
O -3.933 27.665 7.629
C -3.693 28.926 7.391
C -3.754 28.943 5.873
C -3.858 25.536 9.309
H -2.750 29.300 7.791
H -4.569 29.430 7.800
H -3.437 29.930 5.535
H -4.830 28.889 5.706
H -3.170 28.164 5.383
H -4.358 25.232 8.389
H -4.457 25.146 10.131
H -2.807 25.260 9.218
O -5.316 17.732 5.679
S -5.513 16.361 5.224
O -5.982 15.271 6.109
O -6.420 16.384 3.837
C -6.025 17.160 2.775
C -7.352 17.563 2.183
C -3.881 15.764 4.524
H -5.483 16.468 2.131
H -5.669 18.170 2.978
H -8.130 17.552 2.946
H -7.627 16.825 1.429
H -7.211 18.499 1.643
H -3.499 16.371 3.704
H -3.975 14.728 4.198
H -3.207 15.734 5.380
O 2.417 19.445 10.180
S 2.732 20.231 8.943
O 2.725 21.663 9.077
O 4.011 19.746 8.117
C 4.173 18.367 8.076
C 5.641 18.089 7.759
C 1.440 19.777 7.798
H 3.573 17.869 7.315
H 3.941 17.842 9.003
H 5.716 17.113 7.280
H 6.306 18.336 8.587
H 6.039 18.906 7.157
H 1.814 20.210 6.870
H 0.460 20.171 8.069
H 1.360 18.721 7.539
O -0.857 13.383 11.176
S -1.677 14.413 11.712
O -2.551 15.182 10.793
O -2.623 13.783 12.882
C -1.961 13.063 13.911
C -2.979 12.134 14.432
C -0.542 15.398 12.607
H -1.732 13.821 14.660
H -1.081 12.550 13.522
H -3.173 11.311 13.745
H -3.747 12.799 14.827
H -2.689 11.617 15.346
H -0.178 14.851 13.477
H -1.152 16.232 12.953
H 0.301 15.708 11.990
O -4.532 20.320 10.715
S -4.706 20.971 9.391
O -4.577 22.423 9.385
O -3.756 20.464 8.149
C -3.498 19.097 8.007
C -2.549 18.465 9.041
C -6.431 20.595 8.871
H -3.367 18.888 6.945
H -4.473 18.623 8.115
H -2.626 17.400 8.821
H -2.683 18.724 10.091
H -1.544 18.787 8.770
H -6.712 19.785 9.544
H -6.418 20.161 7.871
H -7.117 21.410 9.103
O -4.919 21.125 2.569
S -3.517 21.110 2.911
O -2.516 20.906 1.867
O -3.210 22.615 3.639
C -4.263 23.115 4.423
C -3.570 23.702 5.649
C -3.202 20.000 4.394
H -5.055 22.466 4.797
H -4.769 23.915 3.882
H -2.827 24.410 5.282
H -3.176 22.918 6.296
H -4.404 24.126 6.208
H -3.180 18.969 4.042
H -3.905 20.294 5.174
H -2.199 20.381 4.587
O -8.816 23.082 12.432
S -9.000 24.285 11.613
O -10.219 24.669 10.820
O -8.626 25.628 12.539
C -9.038 26.918 11.952
C -8.797 28.081 12.999
C -7.642 24.264 10.395
H -10.105 26.934 11.729
H -8.479 27.290 11.093
H -7.764 28.133 13.343
H -9.431 27.860 13.857
H -9.147 29.047 12.638
H -6.745 24.065 10.981
H -7.674 25.201 9.838
H -7.897 23.439 9.730
O 1.763 24.769 8.007
S 0.450 25.382 8.046
O -0.269 25.401 6.798
O -0.458 24.580 9.255
C -0.222 23.248 9.553
C -1.478 22.503 9.535
C 0.482 27.056 8.777
H 0.078 23.180 10.598
H 0.647 22.823 9.050
H -2.057 22.849 8.678
H -2.042 22.476 10.468
H -1.197 21.470 9.330
H -0.439 27.568 8.498
H 1.252 27.571 8.204
H 0.713 27.139 9.839
O -1.510 10.754 6.680
S -1.152 11.631 5.610
O -2.104 12.523 4.905
O 0.125 12.590 6.286
C 0.100 13.930 6.396
C -0.778 14.476 7.466
C -0.139 10.666 4.330
H 0.092 14.394 5.409
H 1.138 14.197 6.594
H -1.813 14.141 7.398
H -0.658 15.526 7.733
H -0.548 13.947 8.391
H -0.926 10.305 3.668
H 0.461 9.889 4.803
H 0.444 11.209 3.586
O 1.421 17.398 5.148
S 0.130 18.041 4.863
O -1.047 17.902 5.737
O 0.374 19.681 4.565
C 1.389 20.085 3.654
C 0.801 21.188 2.735
C -0.525 17.611 3.181
H 1.728 19.301 2.977
H 2.219 20.406 4.283
H 1.625 21.708 2.245
H 0.278 21.892 3.382
H 0.209 20.617 2.020
H -1.088 18.500 2.898
H -0.927 16.599 3.242
H 0.347 17.642 2.527
```

Here are the Löwdin charges for atoms 1 to 99, given in e:
1 O -0.301
2 S 0.715
3 O -0.320
4 O -0.277
5 C -0.259
6 C -0.070
7 C -0.093
8 H 0.119
9 H 0.105
10 H 0.074
11 H 0.063
12 H 0.074
13 H 0.068
14 H 0.070
15 H 0.051
16 O -0.321
17 S 0.716
18 O -0.310
19 O -0.285
20 C -0.315
21 C -0.048
22 C -0.070
23 H 0.105
24 H 0.123
25 H 0.062
26 H 0.083
27 H 0.075
28 H 0.065
29 H 0.067
30 H 0.015
31 O -0.278
32 S 0.648
33 O -0.276
34 O -0.250
35 C -0.284
36 C -0.068
37 C -0.111
38 H 0.135
39 H 0.125
40 H 0.058
41 H 0.071
42 H 0.065
43 H 0.071
44 H 0.070
45 H 0.080
46 O -0.305
47 S 0.659
48 O -0.291
49 O -0.248
50 C -0.390
51 C -0.045
52 C -0.112
53 H 0.121
54 H 0.126
55 H 0.077
56 H 0.082
57 H 0.087
58 H 0.066
59 H 0.081
60 H 0.061
61 O -0.313
62 S 0.712
63 O -0.286
64 O -0.271
65 C -0.328
66 C -0.064
67 C -0.089
68 H 0.131
69 H 0.111
70 H 0.090
71 H 0.078
72 H 0.083
73 H 0.045
74 H 0.065
75 H 0.058
76 O -0.315
77 S 0.654
78 O -0.271
79 O -0.228
80 C -0.315
81 C -0.057
82 C -0.113
83 H 0.112
84 H 0.120
85 H 0.085
86 H 0.080
87 H 0.076
88 H 0.060
89 H 0.067
90 H 0.054
91 O -0.292
92 S 0.621
93 O -0.296
94 O -0.251
95 C -0.321
96 C -0.072
97 C -0.121
98 H 0.121
99 H 0.123


# 2
C3H10N2Si in the gas phase. Source: the Open Molecules 2025 dataset; level of theory: ωB97M-V/def2-TZVPD.

## Properties
total charge: 0
HOMO-LUMO gap (alpha / beta): 8.63 / 8.41 eV
LUMO energy (alpha / beta): -0.43 / -0.56 eV

```
16
C3H10N2Si (ωB97M-V/def2-TZVPD)
C -1.588 -0.741 -0.462
C -1.607 0.693 0.062
C 2.268 -0.663 -0.006
N -0.507 -1.418 0.110
N 1.040 -0.030 -0.453
Si 0.228 1.379 -0.018
H -2.506 -1.133 -0.096
H -1.489 -0.773 -1.475
H -2.248 1.285 -0.505
H -1.776 0.805 1.070
H 2.588 -0.207 1.015
H 2.135 -1.612 0.349
H 3.127 -0.664 -0.737
H -0.467 -1.184 1.087
H -0.028 2.299 -1.127
H 0.829 1.964 1.184
```

Atomic charges from the Löwdin analysis, expressed in e, are listed below:
1 C -0.359
2 C -0.274
3 C -0.211
4 N 0.092
5 N -0.182
6 Si 0.546
7 H 0.115
8 H 0.079
9 H 0.037
10 H 0.024
11 H 0.085
12 H 0.017
13 H 0.088
14 H 0.049
15 H -0.054
16 H -0.051


Let's list ΔE to the lowest compared entry with this formula, charge and spin in order: 9.817, 4.863 eV.